No. 1
Computed, not measured: a 13-piece molecular cluster, C14H54N14O13 overall in a non-equilibrium geometry, with ωB97M-V/def2-TZVPD.

```
95
Properties=species:S:1:pos:R:3:lowdin_charge:R:1
C 8.553 -4.093 -11.392 -0.09
C 7.444 -3.588 -10.586 -0.36
O 6.787 -2.751 -11.462 -0.06
H 9.124 -4.661 -10.693 0.05
H 9.301 -3.373 -11.807 0.10
H 8.232 -4.735 -12.175 0.06
H 7.757 -3.110 -9.713 0.09
H 6.773 -4.446 -10.299 0.11
H 5.953 -2.534 -10.974 0.12
C 7.852 -12.319 -15.155 -0.55
O 7.261 -12.934 -16.343 -0.20
N 7.746 -12.791 -13.977 0.16
N 8.439 -11.124 -15.193 0.13
H 7.335 -13.725 -13.851 0.13
H 8.493 -12.660 -13.303 0.03
H 8.759 -10.784 -16.144 0.14
H 8.980 -10.665 -14.457 0.07
C 9.599 -6.434 -17.853 -0.66
O 8.356 -5.739 -17.722 -0.15
N 9.756 -7.542 -18.480 0.17
N 10.678 -5.880 -17.493 0.14
H 8.843 -7.889 -18.672 0.10
H 10.482 -8.286 -18.209 0.07
H 10.627 -4.868 -17.200 0.14
H 11.388 -6.534 -17.083 0.04
C 12.688 -8.433 -12.031 -0.66
O 11.796 -8.640 -10.986 -0.14
N 13.648 -7.620 -11.977 0.18
N 12.678 -9.197 -13.076 0.18
H 13.574 -6.890 -11.264 0.10
H 14.220 -7.424 -12.823 0.09
H 11.797 -9.704 -13.199 0.04
H 13.219 -9.088 -13.943 0.12
C 9.436 -3.146 -14.897 -0.61
O 8.650 -4.219 -15.106 -0.07
N 9.114 -1.942 -15.402 0.16
N 10.592 -3.257 -14.374 0.19
H 8.304 -1.754 -15.921 0.09
H 9.859 -1.181 -15.422 0.14
H 10.786 -4.183 -14.104 0.07
H 11.351 -2.616 -14.186 0.12
C 11.735 -8.882 -16.637 -0.49
O 10.842 -9.576 -15.765 -0.09
N 11.812 -9.231 -17.936 0.10
N 12.314 -7.673 -16.426 0.10
H 11.749 -10.221 -18.020 0.12
H 12.387 -8.722 -18.706 0.19
H 12.126 -7.262 -15.492 0.08
H 13.204 -7.278 -16.990 0.21
C 9.714 -11.228 -12.112 -0.50
O 10.280 -10.380 -13.093 -0.14
N 9.661 -12.522 -12.131 0.12
N 8.980 -10.699 -11.135 0.20
H 10.488 -12.987 -12.600 0.18
H 9.484 -13.137 -11.319 0.15
H 8.808 -9.693 -11.085 0.06
H 8.941 -11.208 -10.200 0.16
C 7.926 -7.649 -11.328 -0.63
O 7.475 -7.834 -12.635 -0.07
N 9.141 -7.914 -11.082 0.13
N 7.194 -7.074 -10.360 0.14
H 9.647 -8.286 -11.848 0.06
H 9.577 -7.857 -10.181 0.12
H 6.399 -6.471 -10.681 0.13
H 7.717 -6.783 -9.460 0.14
C 14.632 -5.501 -14.645 -0.10
O 15.237 -6.676 -14.113 -0.13
H 13.709 -5.825 -15.047 0.04
H 15.197 -4.814 -15.262 0.09
H 14.215 -5.113 -13.712 0.07
H 15.941 -6.395 -13.560 0.07
C 10.057 -7.010 -14.084 -0.15
O 11.278 -6.379 -14.040 -0.15
H 9.904 -8.056 -14.021 0.05
H 9.579 -6.604 -14.944 0.07
H 9.632 -6.527 -13.186 0.08
H 11.463 -6.199 -13.124 0.02
C 6.970 -8.313 -16.120 -0.19
O 6.512 -9.312 -15.296 -0.12
H 6.684 -8.411 -17.133 0.07
H 7.985 -8.222 -16.097 0.02
H 6.700 -7.371 -15.723 0.06
H 7.235 -9.980 -15.188 0.01
C 12.724 -4.454 -11.452 -0.16
O 11.708 -5.397 -11.497 -0.10
H 12.626 -3.886 -10.593 0.06
H 12.684 -3.694 -12.255 0.09
H 13.798 -4.787 -11.300 0.10
H 11.352 -5.433 -10.628 0.08
C 5.536 -3.907 -14.257 -0.17
O 6.143 -5.182 -14.208 -0.14
H 4.808 -3.889 -15.047 0.07
H 6.322 -3.246 -14.524 0.04
H 5.095 -3.661 -13.295 0.06
H 7.094 -5.047 -14.470 0.04
```

Values from the calculation:
energy relative to the best compared isomer or geometry (same formula, charge and spin) = 663.7 kJ/mol
LUMO = -0.013 hartree
frontier orbital gap = 7.086 eV



No. 2
Computed, not measured: a 2-piece molecular cluster, CH3NO2S overall in a non-equilibrium geometry, with ωB97M-V/def2-TZVPD.

```
8
Properties=species:S:1:pos:R:3:lowdin_charge:R:1
C 0.016 0.470 -0.011 -0.27
N 0.363 -0.494 -1.023 -0.17
O 0.872 1.868 -2.156 -0.29
O -1.231 0.702 -2.626 -0.32
S -0.148 0.991 -1.698 0.67
H -0.461 0.257 0.950 0.08
H 1.228 1.252 0.277 0.19
H 0.039 -1.461 -0.995 0.11
```

Values from the calculation:
energy relative to the best compared isomer or geometry (same formula, charge and spin) = 412.2 kJ/mol
LUMO = 0.008 hartree
frontier orbital gap = 9.846 eV



No. 3
Computed, not measured: C4H4CaO12 as an isolated structure in a non-equilibrium geometry, with ωB97M-V/def2-TZVPD.

```
21
Properties=species:S:1:pos:R:3:lowdin_charge:R:1
Ca 0.256 0.041 -0.124 1.77
O 5.362 1.846 -2.471 0.08
C 4.387 1.327 -1.761 -1.00
O 3.852 2.031 -0.943 -0.06
O 3.742 0.358 -2.145 -0.07
H 5.632 2.562 -1.892 0.09
O -2.078 0.940 5.082 0.09
C -1.431 0.780 3.966 -0.90
O -2.157 0.326 3.061 -0.08
O -0.189 1.069 3.780 -0.12
H -2.818 0.589 4.581 0.07
O -3.523 3.023 -3.420 0.06
C -2.681 2.342 -2.604 -0.95
O -2.315 1.203 -2.895 -0.08
O -2.154 2.911 -1.665 -0.05
H -3.505 2.289 -4.038 0.08
O -0.073 -5.796 1.092 0.14
C 0.119 -4.562 0.785 -0.95
O -0.643 -4.067 -0.083 -0.08
O 0.916 -3.728 1.260 -0.07
H -0.699 -5.483 0.435 0.02
```

Values from the calculation:
charge = -2
energy relative to the best compared isomer or geometry (same formula, charge and spin) = 1065.7 kJ/mol
LUMO = 0.090 hartree
frontier orbital gap = 5.635 eV



No. 4
Computed, not measured: a 3-piece molecular cluster, C16H40IOP overall in a non-equilibrium geometry, with ωB97M-V/def2-TZVPD.

```
59
Properties=species:S:1:pos:R:3:lowdin_charge:R:1
O -4.018 1.883 0.854 -0.17
C -3.265 2.877 0.049 -0.24
C -4.176 4.166 -0.437 -0.19
C -5.033 4.758 0.842 -0.27
C -6.634 4.965 0.553 -0.45
P -7.552 3.416 -0.081 0.28
I -8.917 1.555 -0.969 0.18
H -4.002 2.128 1.830 0.10
H -2.355 3.235 0.730 0.13
H -2.861 2.279 -0.896 0.13
H -3.419 4.977 -0.848 0.12
H -4.935 3.834 -1.296 0.11
H -4.590 5.848 1.044 0.11
H -4.817 4.159 1.849 0.11
H -6.769 5.836 -0.224 0.08
H -7.163 5.283 1.575 0.09
H -8.465 3.435 1.068 -0.03
H -7.946 4.180 -1.238 -0.04
H -6.404 2.555 0.033 -0.04
C -0.679 -0.316 1.018 -0.10
C -0.097 0.802 0.168 -0.28
C 1.323 0.512 -0.326 -0.22
C 2.381 0.348 0.772 -0.23
C 2.531 1.540 1.719 -0.27
C 2.980 2.812 1.018 -0.12
H -0.102 -0.470 1.935 0.07
H -1.705 -0.070 1.311 0.06
H -0.704 -1.258 0.461 0.08
H -0.122 1.743 0.729 0.09
H -0.745 0.948 -0.705 0.10
H 1.626 1.313 -1.011 0.10
H 1.306 -0.405 -0.929 0.10
H 3.347 0.152 0.291 0.09
H 2.154 -0.545 1.364 0.10
H 3.275 1.283 2.483 0.11
H 1.594 1.727 2.254 0.10
H 3.939 2.661 0.510 0.08
H 3.110 3.619 1.748 0.07
H 2.247 3.149 0.280 0.07
C 4.812 -2.325 -0.908 -0.11
C 3.660 -3.065 -1.572 -0.27
C 2.853 -3.928 -0.600 -0.23
C 3.632 -5.066 0.072 -0.23
C 4.289 -6.062 -0.886 -0.28
C 3.290 -6.814 -1.750 -0.12
H 5.548 -3.017 -0.488 0.07
H 5.328 -1.698 -1.642 0.07
H 4.448 -1.676 -0.106 0.05
H 4.042 -3.674 -2.399 0.10
H 2.986 -2.325 -2.021 0.10
H 1.988 -4.341 -1.132 0.10
H 2.440 -3.283 0.186 0.10
H 2.945 -5.609 0.733 0.11
H 4.404 -4.643 0.724 0.10
H 4.853 -6.792 -0.291 0.11
H 5.022 -5.556 -1.524 0.10
H 2.573 -7.363 -1.131 0.08
H 3.812 -7.540 -2.384 0.07
H 2.736 -6.140 -2.408 0.07
```

Values from the calculation:
LUMO = 0.012 hartree
frontier orbital gap = 8.933 eV



No. 5
Computed, not measured: C30H25AgBrF5INO4 as an isolated structure in a non-equilibrium geometry, with ωB97M-V/def2-TZVPD.

```
68
Properties=species:S:1:pos:R:3:lowdin_charge:R:1
Ag -0.338 -0.663 -0.114 0.81
I 2.881 -0.731 5.435 0.80
C 4.191 -0.459 3.798 -0.68
C 5.366 -1.282 3.763 -0.16
C 6.031 -1.336 2.564 -0.09
C 5.645 -0.439 1.538 -0.14
N 4.620 0.400 1.678 0.08
C 3.837 0.343 2.731 -0.22
H 5.586 -1.954 4.574 0.08
H 6.847 -2.090 2.430 0.11
H 6.103 -0.532 0.525 0.12
H 2.984 0.983 2.830 0.08
C -3.532 0.135 -3.218 -0.09
C -3.377 1.595 -2.651 -0.37
C -4.117 1.611 -1.330 -0.11
C -1.906 1.960 -2.802 -0.14
C -1.386 2.145 -4.055 -0.11
C -0.086 2.643 -4.301 -0.15
C 0.635 2.935 -3.165 -0.12
C 0.213 2.750 -1.885 -0.19
C 0.982 3.134 -0.620 -0.33
C 0.217 4.169 0.238 -0.09
C 1.529 1.877 0.196 -0.06
C -1.062 2.238 -1.636 -0.40
O -1.474 1.958 -0.484 -0.10
H -4.597 0.013 -3.576 0.07
H -3.253 -0.659 -2.506 0.08
H -2.829 0.015 -4.069 0.06
H -3.932 2.219 -3.367 0.11
H -3.618 0.946 -0.612 0.06
H -5.130 1.168 -1.530 0.07
H -4.135 2.624 -0.845 0.08
H -1.972 1.985 -4.942 0.09
H 0.343 2.680 -5.325 0.08
H 1.721 3.287 -3.279 0.11
H 1.918 3.676 -0.825 0.11
H -0.698 3.711 0.631 0.07
H -0.001 5.011 -0.387 0.06
H 0.851 4.473 1.073 0.06
H 0.689 1.199 0.508 0.02
H 2.001 2.176 1.143 0.05
H 2.124 1.341 -0.500 0.05
Br -4.674 -2.547 2.471 0.80
C -3.626 -1.798 3.828 -0.64
C -3.809 -2.217 5.141 -0.14
C -3.174 -1.485 6.205 -0.10
C -2.379 -0.421 5.839 -0.14
C -2.035 -0.133 4.530 -0.02
C -2.567 -0.920 3.478 -0.15
C -1.986 -0.733 2.104 -0.62
O -0.804 -0.216 2.097 -0.13
O -2.502 -1.137 1.006 -0.14
H -4.400 -3.126 5.306 0.09
H -3.380 -1.691 7.259 0.09
H -1.928 0.153 6.669 0.10
H -1.339 0.717 4.347 0.13
F 2.173 -6.081 -3.947 0.08
C 1.825 -4.862 -3.578 -0.19
C 2.874 -3.935 -3.123 -0.16
F 4.169 -4.126 -3.281 0.10
C 2.502 -2.798 -2.417 -0.16
F 3.463 -2.092 -1.825 0.08
C 1.176 -2.197 -2.481 -0.32
O 0.847 -1.146 -1.818 -0.15
C 0.330 -2.940 -3.346 -0.12
F -0.907 -2.415 -3.702 0.04
C 0.610 -4.244 -3.771 -0.13
F -0.326 -4.863 -4.625 0.02
```

Values from the calculation:
charge = -2
energy relative to the best compared isomer or geometry (same formula, charge and spin) = 141.7 kJ/mol
LUMO = 0.125 hartree
frontier orbital gap = 4.175 eV



No. 6
Computed, not measured: a 2-piece molecular cluster, C3H7NO overall in a non-equilibrium geometry, with ωB97M-V/def2-TZVPD.

```
12
Properties=species:S:1:pos:R:3:lowdin_charge:R:1
C 1.378 0.719 0.076 -0.41
C 2.279 1.550 -0.574 -0.13
C 0.487 -1.228 0.898 -0.26
N 1.581 -0.551 0.515 -0.15
H 0.298 0.933 0.009 0.07
H 3.357 1.533 -0.505 -0.02
H 1.840 2.133 -1.373 -0.03
H 0.513 -2.182 1.423 -0.03
H -0.501 -1.071 0.444 -0.02
H -4.264 -0.020 -0.261 0.00
H -3.455 -1.323 -0.083 0.04
O -3.513 -0.492 -0.568 -0.05
```

Values from the calculation:
charge = -1
energy relative to the best compared isomer or geometry (same formula, charge and spin) = 131.3 kJ/mol
LUMO (spin up / spin down) = 0.122 / 0.121 hartree
<S²> = 0.77
frontier orbital gap (spin up / spin down) = 3.518 / 5.703 eV
multiplicity = 2



No. 7
Computed, not measured: C17H25Cl5ErNO2P2 as an isolated structure in a non-equilibrium geometry, with ωB97M-V/def2-TZVPD.

```
53
Properties=species:S:1:pos:R:3:lowdin_charge:R:1
C 2.665 3.215 -0.487 -0.05
C 2.102 1.985 -0.054 -0.37
N 1.190 1.355 -0.885 -0.05
C 0.878 1.870 -2.076 -0.36
C 1.481 3.022 -2.566 -0.08
C 2.380 3.710 -1.747 -0.07
C 2.544 1.354 1.134 -0.34
P 2.247 -0.311 1.584 0.71
Er 0.058 -0.589 -0.161 0.65
P -1.633 0.430 -2.126 0.75
C -0.186 1.211 -2.963 -0.30
O 1.597 4.984 3.161 -0.10
O -1.307 1.241 5.302 -0.06
H 3.326 3.764 0.186 0.11
H 1.173 3.382 -3.551 0.10
H 2.830 4.644 -2.108 0.11
C 3.845 -1.181 1.241 -0.27
C 2.239 -0.314 3.436 -0.26
H -0.645 2.006 -3.584 0.09
H 0.300 0.435 -3.586 0.09
H 1.374 4.452 3.976 0.06
H 3.340 1.867 1.720 0.07
C -2.217 -0.791 -3.328 -0.27
C -2.909 1.711 -2.107 -0.26
H -1.268 0.881 0.307 0.04
H -2.255 1.154 5.123 0.04
H -0.930 0.928 4.466 0.02
H 0.865 4.849 2.519 0.04
H 0.530 -1.454 -1.707 -0.12
H -1.700 0.220 0.185 -0.07
H 4.651 -0.899 1.946 0.05
H 3.604 -2.251 1.358 0.02
H 4.185 -0.991 0.205 0.05
H 3.072 0.283 3.858 0.05
H 1.279 0.107 3.788 0.02
H 2.324 -1.375 3.731 0.04
H -3.284 1.900 -3.126 0.05
H -3.740 1.380 -1.467 0.02
H -2.503 2.639 -1.680 0.06
H -2.702 -0.288 -4.181 0.05
H -1.364 -1.403 -3.658 0.04
H -2.943 -1.442 -2.811 0.05
Cl -4.013 -0.463 0.824 0.68
C -3.142 -1.925 1.141 -0.70
C -1.793 -1.976 0.838 -0.28
C -1.100 -3.144 1.051 -0.66
Cl 0.627 -3.132 0.617 0.62
C -1.706 -4.305 1.576 -0.70
Cl -0.805 -5.744 1.777 0.70
C -3.087 -4.253 1.898 -0.71
Cl -3.877 -5.650 2.471 0.70
C -3.812 -3.050 1.684 -0.70
Cl -5.480 -3.000 2.059 0.69
```

Values from the calculation:
LUMO (spin up / spin down) = -0.009 / -0.009 hartree
<S²> = 3.75
frontier orbital gap (spin up / spin down) = 6.356 / 6.377 eV
multiplicity = 4



No. 8
Computed, not measured: a 6-piece molecular cluster, H11S6 overall in a non-equilibrium geometry, with ωB97M-V/def2-TZVPD.

```
17
Properties=species:S:1:pos:R:3:lowdin_charge:R:1
S -1.476 3.178 2.147 0.38
H -1.786 2.260 3.041 -0.26
S -1.751 0.484 -2.950 0.37
H -2.080 1.765 -3.189 -0.25
H -2.062 0.602 -1.596 -0.27
S -2.357 -0.218 1.033 -0.17
H -3.665 -0.274 0.718 -0.43
H -1.119 2.206 1.286 -0.28
S 1.976 -0.005 3.079 0.43
H 0.640 0.001 3.360 -0.20
H 1.584 -0.671 2.012 -0.25
S -0.159 -4.167 0.720 0.41
H 0.252 -3.685 1.898 -0.24
H -1.297 -3.444 0.648 -0.24
S 4.344 1.205 -3.771 0.48
H 5.392 0.485 -4.130 -0.25
H 3.562 0.276 -4.305 -0.23
```

Values from the calculation:
charge = -1
energy relative to the best compared isomer or geometry (same formula, charge and spin) = 66.9 kJ/mol
LUMO = 0.094 hartree
frontier orbital gap = 6.054 eV